Molecular formula: C2H2Cl2O2S
Method: DFT, the ωB97M-V functional and the def2-TZVPD basis

Largest force on an atom ... 2.9 eV/Å
Relative energy (zero: lowest compared OMol25 entry of this formula, charge and spin) ... 177.3 kJ/mol
Highest occupied orbital energy (alpha / beta) ... -9.6 / -9.6 eV
Kohn-Sham gap (alpha / beta) ... 9.28 / 9.28 eV

The geometry in XYZ format:
```
9
C2H2Cl2O2S the ωB97M-V functional and the def2-TZVPD basis
Cl 2.1980 -0.0358 -2.0134
C 1.2282 0.6863 -0.7795
Cl 1.7925 0.3178 0.7406
H -2.1596 0.5167 1.2949
C -1.2457 -0.0403 1.0111
S -1.5046 -1.0923 -0.2546
O 0.1876 1.2471 -0.8804
O -0.2474 -1.7627 -0.7117
H -0.2490 0.1633 1.5930
```